8
Properties=species:S:1:pos:R:3:forces:R:3 method="wB97M-V/def2-TZVPD" homo_ev="-7.886 / -9.320" orbital_gap_ev="7.3 / 8.4" e_above_lowest_kj_mol=307.1
S 1.8286 1.2789 0.1097 -0.2 0.7 0.4
P 0.1379 0.1706 0.8636 -0.8 0.9 1.1
P 1.5956 -0.6721 -0.3583 1.1 -2.0 -0.7
C -1.2239 0.4618 -0.3498 -0.7 -1.9 -0.6
H -2.2364 0.4595 0.1755 1.4 0.4 -0.8
H -1.1697 -0.5020 -0.9720 -0.5 1.3 0.7
H 2.1052 -2.4728 1.5875 0.0 0.5 -0.5
H -1.0372 1.2762 -1.0563 -0.3 0.1 0.4

***

14
Properties=species:S:1:pos:R:3:forces:R:3 method="wB97M-V/def2-TZVPD" homo_ev=-15.297 orbital_gap_ev=11.5 e_above_lowest_kj_mol=119.4 charge=+1
O -0.2837 0.5483 0.7060 0.1 -0.8 1.7
N -1.5700 0.9297 -1.4800 -3.6 -0.7 2.5
C 1.3551 -1.4476 0.8115 -2.8 -2.3 1.2
C 0.9344 -0.1309 0.2641 0.0 1.1 -0.8
H -1.2030 1.6672 -1.9737 0.4 2.8 -1.5
H -0.5024 0.2785 1.6204 0.1 0.3 -0.6
H -1.3356 0.1375 -1.9989 0.8 -2.1 -0.6
H 0.4669 -1.9960 1.2725 0.5 1.0 -0.2
H -2.6295 0.8838 -1.3765 1.5 0.7 -0.6
H -1.2073 0.9599 -0.4766 0.7 -0.8 -0.1
H 2.0657 -1.5002 1.6292 0.5 0.3 -0.5
H 1.7363 0.5924 0.3243 0.2 0.2 0.0
H 1.4520 -2.1875 0.0095 1.1 0.4 0.1
H 0.6788 -0.2585 -0.7721 0.4 -0.2 -0.7

***

20
Properties=species:S:1:pos:R:3:forces:R:3 method="wB97M-V/def2-TZVPD" homo_ev=0.416 orbital_gap_ev=6.2 e_above_lowest_kj_mol=182.5 charge=-2
O -1.6493 0.3194 -0.0311 -2.0 -0.5 0.1
O -3.1257 -0.2043 2.0056 -0.5 0.1 -2.1
O 4.1505 0.0917 -1.0677 -0.2 0.3 -0.4
O -3.1750 -1.5679 -1.0238 1.4 1.9 1.1
C 0.5995 0.8844 0.3023 1.5 -0.9 -1.2
C 3.0076 0.8200 -0.9610 0.8 -0.8 2.1
C -0.4496 -0.2443 0.3216 0.1 0.5 0.9
C 1.9964 0.1499 0.1155 -1.7 1.7 -3.3
H 3.2125 1.8617 -0.5634 -0.3 0.0 -0.4
H -2.5836 0.0898 0.9294 0.8 -0.2 1.4
H -2.8671 -0.5853 -1.1237 -0.5 -1.9 -0.1
H -2.6403 -1.6095 -0.1718 -1.1 -0.5 -1.2
H 0.0468 -1.0553 -0.4000 -1.8 1.0 1.4
H 0.3546 1.7193 -0.4271 0.3 -1.5 0.0
H -2.5085 -0.0033 2.6921 0.7 0.3 0.4
H 2.3252 -0.1600 1.0682 1.3 -0.1 1.0
H -0.5871 -0.6298 1.4569 0.8 0.1 -2.2
H 2.4398 0.9049 -1.9316 -0.1 0.2 0.5
H 0.5582 1.4448 1.1940 0.1 0.5 1.6
H 1.7218 -0.7483 -0.4571 0.4 -0.1 0.5

***

18
Properties=species:S:1:pos:R:3:forces:R:3 method="wB97M-V/def2-TZVPD" homo_ev=-8.317 smiles=C1C[C@@H]2[C@@H]3OC[C@@H]1[C@H]23 orbital_gap_ev=9.3 e_above_lowest_kj_mol=910.3
O -1.6062 1.2133 0.6374 -0.4 0.9 2.4
C 1.2426 0.3031 -1.0194 2.9 -1.5 -2.7
C -0.7860 0.6233 1.7072 0.2 -1.6 2.6
C -1.6727 0.2739 -0.3170 -0.9 0.1 -4.9
C 1.5394 -0.6614 0.2579 3.2 3.7 -0.6
C 0.3421 0.0077 0.8344 -5.0 1.5 -0.5
C -0.2830 -0.0734 -1.2816 -0.6 -1.7 -2.2
C -0.8488 -0.8365 -0.0230 4.0 -0.1 -1.8
H -2.5775 0.2895 -1.0746 1.6 -0.1 2.2
H 2.1605 -0.0706 -1.8982 -3.1 1.3 1.7
H -0.5722 1.4940 2.4784 -0.6 -2.1 -1.5
H -1.0312 -1.9101 0.0639 0.0 0.4 0.2
H -0.3588 -0.4821 -2.3928 -0.7 0.9 2.4
H 2.6667 -0.4183 0.4181 -2.0 -0.1 1.0
H -1.2162 -0.4574 1.9993 -0.4 3.3 1.0
H 1.3756 1.5050 -0.7757 0.4 -3.3 -0.7
H 0.1411 0.9370 0.1496 1.7 -1.2 2.3
H 1.4847 -1.7371 0.2363 -0.3 -0.2 -0.8

***

30
Properties=species:S:1:pos:R:3:forces:R:3 method="wB97M-V/def2-TZVPD" homo_ev="-13.737 / -13.733" orbital_gap_ev="7.7 / 5.3" e_above_lowest_kj_mol=202.6 multiplicity=2 charge=+1
Cu 0.7101 -1.3796 2.0140 -0.8 2.7 -1.5
O 0.8681 -2.7536 -1.3580 0.3 1.2 -0.7
O 0.0071 -0.6776 0.2710 0.1 -2.5 1.9
O 1.9231 2.4204 0.3640 0.9 0.4 1.3
O -2.1539 -1.6416 -2.2550 -0.9 1.4 -0.9
O 2.0921 0.2284 2.1150 0.8 -2.8 1.7
O -0.6699 -0.1156 3.1170 2.1 -1.6 1.8
O -2.5789 -0.1206 1.3180 0.8 0.6 -0.1
O -1.0359 2.2754 -0.4790 1.5 -0.9 2.1
O 2.2811 -0.0426 -0.9000 -2.3 0.7 -0.9
O -0.4239 0.3774 -3.0770 -0.2 -1.0 1.7
H -1.7929 -0.7456 -2.1700 -0.1 -0.1 -0.6
H 0.9881 2.5004 0.2950 -1.4 0.4 0.0
H 1.3861 -0.1746 -0.4580 2.3 -0.3 -0.7
H -0.0939 1.2494 -2.9460 0.4 0.9 -0.5
H -1.7069 -0.4136 0.9810 -0.8 -0.2 -0.2
H -0.9879 -0.4766 3.9650 0.2 0.3 -0.2
H -1.4469 0.1824 2.6770 -1.9 0.6 -1.2
H -0.8609 2.9194 -1.1280 -0.1 1.1 -1.4
H 2.1071 1.6224 -0.1180 0.5 -0.7 -1.2
H -1.7379 -2.0646 -1.5440 0.8 -1.5 1.4
H 0.7601 -3.5216 -0.8340 -0.4 -1.2 0.7
H -0.7109 0.2154 -3.9610 -0.1 0.2 -1.0
H 2.9651 -0.1346 -0.2720 1.1 -0.5 1.2
H -1.7979 1.7734 -0.6840 -1.5 -0.4 -0.6
H 0.3651 -2.0276 -0.9610 0.2 -0.4 -0.2
H 2.1131 1.1244 1.8400 -0.5 2.4 -1.3
H 2.7691 0.1834 2.8130 -0.2 -0.1 -0.2
H -3.0729 -0.9126 1.5130 -0.4 -0.4 -0.1
H -0.2649 0.1304 -0.1370 -0.5 1.8 -0.2

***

40
Properties=species:S:1:pos:R:3:forces:R:3 method="wB97M-V/def2-TZVPD" homo_ev=-9.589 smiles="CCCCCC[C@@H]1/C(=N/O)CC[C@H]1C(=O)OC" orbital_gap_ev=10.4 e_above_lowest_kj_mol=202.3
O -1.6979 -1.2448 2.8159 -0.1 0.0 0.1
O 2.7211 2.4866 0.1710 0.0 -0.4 0.4
O -1.1292 -3.0534 1.6222 0.2 -0.1 -0.2
N 1.4731 1.8716 -0.0069 -0.4 0.5 -0.6
C -0.9549 -1.7971 2.0479 0.1 0.0 -0.1
C 0.2801 -1.1768 1.4414 -0.1 0.2 0.2
C -1.8676 0.9159 -2.6781 0.1 0.0 0.1
C -0.6041 -0.1056 -0.7148 -0.1 0.4 0.2
C 1.2299 0.9001 0.7617 0.7 0.2 0.3
C 0.0901 1.8180 -4.0868 0.1 -0.2 0.0
C 1.2762 -0.7281 2.5201 0.0 -0.1 0.0
C -0.8606 0.6474 -3.7991 -0.2 0.2 0.0
C -2.2638 -3.7400 2.1345 -0.3 0.0 0.2
C 2.1287 0.3252 1.8174 0.3 0.2 0.1
C -0.0580 0.1281 0.6939 -0.3 -0.2 -0.3
C 1.4658 1.6513 -3.4500 -0.2 0.1 -0.1
C -1.2662 1.1432 -1.2913 -0.1 -0.2 -0.2
H 2.1001 2.4999 -3.7007 0.1 0.1 0.0
H -2.4540 1.7979 -2.9479 -0.1 0.0 0.0
H -0.3632 2.7471 -3.7358 -0.1 0.1 0.0
H 1.3922 1.5815 -2.3687 0.1 0.0 0.1
H 0.2132 -0.4282 -1.3606 0.1 -0.1 0.0
H -2.0705 1.4495 -0.6174 0.0 0.1 0.1
H -1.4366 0.4277 -4.7015 0.0 -0.1 0.0
H -2.5586 0.0696 -2.6259 -0.1 0.0 0.0
H 1.9480 0.7494 -3.8227 0.1 -0.1 0.0
H -2.2751 -4.7136 1.6518 0.0 0.1 0.0
H -3.1760 -3.1855 1.9063 0.1 -0.1 0.0
H -0.5378 1.9508 -1.3215 0.0 0.1 0.0
H -2.1817 -3.8494 3.2176 0.0 0.0 -0.1
H 0.7207 -0.2784 3.3451 0.0 0.0 0.0
H 0.7407 -1.8957 0.7593 0.0 0.1 0.0
H -0.2786 -0.2456 -3.5684 0.0 -0.1 -0.1
H -1.3395 -0.9138 -0.6727 0.0 -0.1 -0.1
H 2.7260 3.1932 -0.4889 -0.2 -0.3 0.1
H 2.4972 1.1057 2.4841 0.1 0.0 0.0
H 0.2242 1.9121 -5.1672 -0.1 0.1 0.0
H -0.8085 0.6686 1.2852 0.0 -0.1 0.0
H 1.8651 -1.5581 2.9079 0.0 0.0 0.1
H 2.9993 -0.1191 1.3275 0.0 0.0 0.0